Molecular formula: C2H3NO2S
Method: DFT, ωB97M-V/def2-TZVPD

Calculated total energy   -18537.6701 eV
LUMO level   -1.071 eV
ΔE to the lowest compared entry with this formula, charge and spin   5.7825 eV
HOMO-LUMO gap   8.3862 eV

Geometry as ORCA input:
```
! wB97M-V def2-TZVPD RIJCOSX def2/J DEFGRID3
* xyz 0 1
S 2.698 -0.342 -0.133
O -1.847 -0.962 -0.729
O -1.619 -0.027 1.175
N -1.292 -0.188 0.017
C 1.356 -0.155 0.651
C -0.087 0.412 -0.487
H 0.092 0.038 -1.533
H 0.873 -0.343 1.539
H -0.174 1.566 -0.500
*
```